Arrangement a

# C7H12N

An isolated ion of composition C7H12N and charge +1 (wB97M-V/def2-TZVPD, OMol25).

Geometry as XYZ:
```
20
Properties=species:S:1:pos:R:3
C 2.692 -0.339 -0.158
C 1.547 -1.158 -0.308
C 0.754 1.005 -0.045
C 0.393 -0.400 -0.519
C -1.618 0.084 1.352
C -2.122 -0.494 -0.868
C -1.102 -0.475 0.160
N 2.213 0.865 0.192
H 3.747 -0.692 0.050
H 0.522 1.807 -0.766
H 0.331 1.367 0.936
H 0.201 -0.402 -1.492
H -1.053 0.925 1.690
H -2.687 0.251 1.169
H -1.418 -0.644 2.206
H -1.920 -1.184 -1.816
H -1.842 0.502 -1.284
H -3.175 -0.468 -0.529
H 2.868 1.652 0.474
H 1.669 -2.202 -0.443
```

As for the HOMO energy: -0.412 Ha. The value obtained for the molar mass is 110.180 u. As for the charge: +1. Its LUMO energy is -5.93 eV. The calculation puts the frontier orbital gap at 0.194 hartree.



Arrangement b

# C7H12N

An isolated ion of composition C7H12N and charge +1 (wB97M-V/def2-TZVPD, OMol25).

Geometry as XYZ:
```
20
Properties=species:S:1:pos:R:3
C 0.103 -0.011 1.131
C -0.011 0.307 2.393
C 0.773 1.389 1.857
C 0.015 0.071 -0.210
C 0.228 2.796 2.041
C -1.195 -1.982 -0.768
C 0.479 -1.095 -2.262
N 0.201 -1.347 -0.815
H 1.892 1.503 1.776
H -0.299 0.683 -0.957
H 0.790 3.302 2.828
H -0.817 2.767 2.328
H 0.316 3.313 1.146
H -2.003 -1.307 -1.161
H -1.257 -2.869 -1.332
H -1.361 -2.324 0.298
H -0.457 -0.756 -2.745
H 1.196 -0.348 -2.406
H 0.643 -2.029 -2.688
H 0.764 -2.064 -0.452
```

As for the HOMO energy: -0.470 Ha. The value obtained for the molar mass is 110.180 u. As for the charge: +1. Its LUMO energy is -4.56 eV. The calculation puts the frontier orbital gap at 0.302 hartree.



Relative to the most stable one, in eV, the structures come out at arrangement a 0.000; arrangement b 1.979.



Arrangement a

# C4H15NO3

A 3-piece molecular cluster, C4H15NO3 overall (wB97M-V/def2-TZVPD, OMol25).

Geometry as XYZ:
```
23
Properties=species:S:1:pos:R:3
C -1.375 2.148 1.100
C -0.156 1.378 0.362
C -0.349 -0.020 0.982
C 0.614 -1.172 0.704
O 0.611 -2.103 1.766
N -0.175 1.456 -1.017
H -1.042 2.178 2.122
H -2.412 1.843 0.965
H -1.576 3.127 0.624
H 0.832 1.740 0.653
H -0.332 0.120 2.068
H -1.329 -0.475 0.826
H 0.212 -1.821 -0.083
H 1.652 -0.872 0.588
H 1.259 -1.924 2.460
H 0.361 2.159 -1.524
H -1.079 1.339 -1.473
H -1.196 -2.293 -3.084
H -2.188 -2.572 -2.003
O -1.908 -1.867 -2.570
H 3.869 -0.382 -1.191
H 2.417 -0.879 -1.307
O 3.289 -1.107 -0.965
```

As for the HOMO energy (spin up / spin down): -0.521 / -0.514 Ha. The value obtained for the molar mass is 125.168 u. As for the charge: +1. Its LUMO energy (spin up / spin down) is -3.29 / -8.36 eV. The calculation puts the frontier orbital gap (spin up / spin down) at 0.401 / 0.206 hartree. Its spin multiplicity is 2.



Arrangement b

# C4H15NO3

A 4-piece molecular cluster, C4H15NO3 overall (wB97M-V/def2-TZVPD, OMol25).

Geometry as XYZ:
```
23
Properties=species:S:1:pos:R:3
C -0.025 -1.471 -0.078
C 1.294 -0.882 -0.432
C 1.681 0.455 -0.484
N 0.927 1.544 -0.218
C 2.358 -1.886 -0.682
H -0.245 -2.242 -0.817
H 0.012 -1.948 0.903
H -0.819 -0.735 -0.105
H 2.656 0.676 -0.911
H 1.261 2.410 -0.635
H 0.751 1.788 0.766
H 2.056 -2.812 -1.178
H 3.126 -1.472 -1.326
H 2.765 -2.245 0.267
H -2.773 0.627 1.145
H -2.453 -0.261 -0.049
O -2.717 -0.295 0.877
H -1.037 0.853 -1.460
H -1.789 1.092 -2.776
O -1.873 0.670 -1.911
H -1.098 1.603 2.004
H -0.601 0.514 2.997
O -0.413 1.389 2.640
```

As for the HOMO energy (spin up / spin down): -0.542 / -0.542 Ha. The value obtained for the molar mass is 125.168 u. As for the charge: +1. Its LUMO energy (spin up / spin down) is -3.88 / -7.56 eV. The calculation puts the frontier orbital gap (spin up / spin down) at 0.400 / 0.264 hartree. Its spin multiplicity is 2.



Relative to the most stable one, in eV, the structures come out at arrangement a 1.379; arrangement b 0.000.



Arrangement a

# CH5N3O

A single CH5N3O molecule (wB97M-V/def2-TZVPD, OMol25).

Geometry as XYZ:
```
10
Properties=species:S:1:pos:R:3
H -0.895 -1.486 -0.649
N -1.581 -0.758 -0.433
C -0.906 0.272 -0.095
O -1.512 1.394 0.294
N 0.468 0.388 0.094
N 1.217 -0.806 -0.127
H -0.782 1.952 0.684
H 0.850 1.201 -0.393
H 0.931 -1.511 0.561
H 2.209 -0.646 0.065
```

As for the HOMO energy: -0.329 Ha. The value obtained for the molar mass is 75.071 u. Its LUMO energy is 0.63 eV. The calculation puts the frontier orbital gap at 0.353 hartree.



Arrangement b

# CH5N3O

A single CH5N3O molecule (wB97M-V/def2-TZVPD, OMol25).

Geometry as XYZ:
```
10
Properties=species:S:1:pos:R:3
H -1.682 -1.864 -0.077
N -1.468 -0.739 0.073
C -0.385 -0.120 -0.070
N -0.562 1.304 -0.058
N 0.934 -0.734 -0.353
O 1.999 0.100 0.039
H -1.497 1.628 0.141
H 0.026 1.643 -0.788
H 0.691 -1.562 0.211
H 1.944 0.344 0.882
```

As for the HOMO energy: -0.335 Ha. The value obtained for the molar mass is 75.071 u. Its LUMO energy is 0.85 eV. The calculation puts the frontier orbital gap at 0.367 hartree.



Relative to the most stable one, in eV, the structures come out at arrangement a 0.000; arrangement b 1.817.



Arrangement a

# CH5N3O

CH5N3O as an isolated structure (wB97M-V/def2-TZVPD, OMol25).

Geometry as XYZ:
```
10
Properties=species:S:1:pos:R:3
C -0.354 -0.206 -0.037
H 1.819 -0.802 0.375
H 1.869 -0.763 -1.278
H 0.409 1.400 0.418
H -1.818 1.296 0.505
H -2.439 -0.382 0.033
N 1.786 -0.056 -0.379
N 0.479 0.686 -0.385
N -1.487 0.296 0.612
O -0.264 -1.468 0.135
```

As for the HOMO energy: -0.360 Ha. The value obtained for the molar mass is 75.071 u. Its LUMO energy is 0.54 eV. The calculation puts the frontier orbital gap at 0.380 hartree.



Arrangement b

# CH5N3O

A single CH5N3O molecule (wB97M-V/def2-TZVPD, OMol25).

Geometry as XYZ:
```
10
Properties=species:S:1:pos:R:3
N -1.300 -1.025 1.254
N -0.204 -0.313 0.760
C -0.121 -0.088 -0.479
N 0.971 0.550 -1.111
O 1.814 1.197 -0.176
H -1.422 -0.811 2.243
H -2.140 -0.782 0.710
H -0.867 -0.433 -1.240
H 0.657 1.224 -1.785
H 2.612 0.482 -0.176
```

As for the HOMO energy: -0.307 Ha. The value obtained for the molar mass is 75.071 u. Its LUMO energy is 1.06 eV. The calculation puts the frontier orbital gap at 0.346 hartree.



Relative to the most stable one, in eV, the structures come out at arrangement a 0.058; arrangement b 0.000.



Arrangement a

# C3H3BrO

A single C3H3BrO molecule (wB97M-V/def2-TZVPD, OMol25).

Geometry as XYZ:
```
8
Properties=species:S:1:pos:R:3
C 0.954 -0.458 -0.009
C -0.487 -0.078 -0.153
Br -1.992 -1.381 0.000
C -0.972 1.286 0.123
O -1.379 2.374 0.121
H 1.137 -0.966 0.873
H 1.419 0.485 -0.244
H 1.320 -1.261 -0.711
```

As for the HOMO energy: -0.313 Ha. The value obtained for the molar mass is 134.960 u. Its LUMO energy is -0.01 eV. The calculation puts the frontier orbital gap at 0.313 hartree.



Arrangement b

# C3H3BrO

A 2-piece molecular cluster, C3H3BrO overall (wB97M-V/def2-TZVPD, OMol25).

Geometry as XYZ:
```
8
Properties=species:S:1:pos:R:3
C -1.278 -0.378 0.054
C -0.187 -0.875 -0.055
C 1.461 2.539 -0.969
O 1.647 1.303 -0.794
Br -0.013 3.296 -0.156
H -2.182 0.083 0.266
H 0.828 -1.318 0.005
H 0.948 0.646 -0.356
```

As for the HOMO energy: -0.315 Ha. The value obtained for the molar mass is 134.960 u. Its LUMO energy is 0.80 eV. The calculation puts the frontier orbital gap at 0.344 hartree.



Arrangement c

# C3H3BrO

C3H3BrO as an isolated structure (wB97M-V/def2-TZVPD, OMol25).

Geometry as XYZ:
```
8
Properties=species:S:1:pos:R:3
C 2.793 -1.777 0.026
C 1.839 -0.789 0.086
C 0.127 -0.009 0.078
O 3.739 -2.440 0.115
Br 2.957 0.839 0.095
H -0.541 -0.858 0.178
H 0.079 0.439 -0.899
H 0.135 0.653 0.918
```

As for the HOMO energy: -0.318 Ha. The value obtained for the molar mass is 134.960 u. Its LUMO energy is -0.23 eV. The calculation puts the frontier orbital gap at 0.309 hartree.



Relative to the most stable one, in eV, the structures come out at arrangement a 0.000; arrangement b 2.803; arrangement c 0.948.



Arrangement a

# C3H21NO6

A 7-piece molecular cluster, C3H21NO6 overall (wB97M-V/def2-TZVPD, OMol25).

Geometry as XYZ:
```
31
Properties=species:S:1:pos:R:3
C 1.716 1.468 -0.847
C 1.405 1.511 0.667
N 0.220 0.665 0.922
C -0.257 0.826 2.335
H 2.647 1.910 -1.047
H 0.918 1.994 -1.402
H 1.757 0.438 -1.199
H 1.204 2.529 1.010
H 2.313 1.121 1.233
H 0.397 -0.302 0.787
H -1.198 0.293 2.443
H 0.486 0.435 3.101
H -0.452 1.842 2.533
O -1.734 -1.638 -1.669
H -1.758 -0.669 -1.490
H -2.590 -1.910 -1.646
O -1.610 0.965 -1.097
H -1.014 0.839 -0.282
H -1.059 1.351 -1.777
O 0.136 -2.685 -0.049
H 0.648 -2.976 -0.809
H -0.651 -2.329 -0.520
O 0.968 -1.870 2.358
H 1.654 -2.492 2.681
H 0.591 -2.279 1.549
O -2.032 3.219 0.301
H -1.348 2.783 0.863
H -2.213 2.552 -0.287
O 0.447 -2.822 -2.718
H 0.788 -2.368 -3.435
H -0.380 -2.398 -2.511
```

As for the HOMO energy: -0.358 Ha. The value obtained for the molar mass is 167.202 u. Its LUMO energy is 0.42 eV. The calculation puts the frontier orbital gap at 0.374 hartree.



Arrangement b

# C3H21NO6

A 7-piece molecular cluster, C3H21NO6 overall (wB97M-V/def2-TZVPD, OMol25).

Geometry as XYZ:
```
31
Properties=species:S:1:pos:R:3
C -0.022 0.300 3.225
C -0.630 1.625 2.804
N -1.139 1.533 1.421
C -1.911 2.744 0.945
H 0.381 0.273 4.235
H 0.733 0.021 2.487
H -0.843 -0.419 3.223
H 0.036 2.498 2.775
H -1.438 1.894 3.521
H -1.830 0.789 1.400
H -1.223 3.337 0.355
H -2.764 2.417 0.378
H -2.208 3.283 1.840
O 0.178 -0.414 -3.484
H 0.071 -0.226 -2.528
H 1.016 -0.876 -3.663
O 0.887 0.745 -0.214
H 0.419 1.376 0.397
H 0.245 0.007 -0.056
O -1.415 -2.313 -2.395
H -1.303 -1.897 -3.256
H -2.386 -2.421 -2.356
O -1.017 -1.302 -0.146
H -1.149 -1.685 -1.065
H -0.319 -1.805 0.322
O 3.101 0.171 -1.747
H 3.715 -0.059 -1.057
H 2.287 0.494 -1.282
O 1.513 -2.194 0.537
H 2.057 -2.321 1.340
H 1.857 -1.505 -0.031
```

As for the HOMO energy: -0.342 Ha. The value obtained for the molar mass is 167.202 u. Its LUMO energy is 0.58 eV. The calculation puts the frontier orbital gap at 0.364 hartree.



Relative to the most stable one, in eV, the structures come out at arrangement a 0.000; arrangement b 0.236.